{"formula": "C27H43CsF6N12OPS2", "method": "the ωB97M-V functional and the def2-TZVPD basis", "species": ["Cs", "S", "S", "P", "F", "F", "F", "F", "F", "F", "O", "N", "N", "N", "N", "N", "N", "N", "N", "N", "N", "N", "N", "C", "C", "C", "C", "C", "C", "C", "C", "C", "C", "C", "C", "C", "C", "C", "C", "C", "C", "C", "C", "C", "C", "C", "C", "C", "C", "C", "H", "H", "H", "H", "H", "H", "H", "H", "H", "H", "H", "H", "H", "H", "H", "H", "H", "H", "H", "H", "H", "H", "H", "H", "H", "H", "H", "H", "H", "H", "H", "H", "H", "H", "H", "H", "H", "H", "H", "H", "H", "H", "H"], "positions_angstrom": [[-1.7857, -0.1136, -0.3265], [-5.0198, -0.5159, -1.9293], [-4.2587, 2.3119, -4.5993], [-0.0474, -3.8989, -3.9525], [0.9071, -3.4619, -5.2036], [0.9654, -3.0684, -2.9674], [-0.9656, -4.2865, -2.6936], [-0.8900, -2.5250, -4.1637], [-1.0231, -4.6815, -4.9510], [0.8448, -5.2241, -3.7317], [-1.4256, 2.0087, 1.1216], [2.1924, 2.9023, -1.1141], [3.1308, -3.2392, 1.0568], [1.6572, -0.6679, -4.5051], [-0.8444, -1.3396, 5.9730], [-2.4690, 0.2909, -4.5402], [1.0376, -4.0557, 0.9246], [-2.4653, 1.8621, -2.7772], [2.3363, 1.1606, 0.4222], [1.2475, -1.8644, 1.7147], [-3.0440, -1.0930, 5.2851], [3.9944, 1.5622, -1.3044], [-2.3171, -1.7537, 2.6878], [-3.2054, 2.5857, 2.6315], [5.2028, 1.0718, -0.6863], [-4.2200, 3.3789, -3.2287], [-2.9410, 1.3989, -3.8832], [4.1364, -2.8357, 2.0065], [-3.0255, 3.6218, -1.1376], [-5.0523, 4.4491, -2.9261], [-1.4313, -1.7292, 3.6538], [1.8397, -4.8838, 0.0366], [3.2385, -4.6061, 0.5643], [-1.7966, -1.3940, 4.9707], [1.7823, -2.9324, 1.2818], [2.9115, -0.0592, 0.9442], [-4.8576, 5.1086, -1.7219], [2.1727, 0.3672, -4.5778], [2.8274, 1.7937, -0.5637], [2.7959, 3.2329, -2.3914], [-3.2004, 2.9692, -2.3584], [-0.8750, 2.1714, 3.4541], [-3.5776, -1.4182, 2.9864], [-0.3705, -3.8870, 0.5998], [-1.7136, 2.6826, 2.2746], [-3.8615, 4.6866, -0.8368], [1.9856, -0.6494, 2.0372], [4.1931, 2.6594, -2.2425], [-3.9244, -1.0927, 4.2811], [0.7398, 2.9719, -1.0639], [4.5986, 2.2941, -3.1873], [-3.2099, -0.2677, -4.9359], [4.1592, -3.5050, 2.8801], [0.0008, -1.8630, 5.8261], [-5.8471, 4.7467, -3.6012], [5.0365, 0.1328, -0.1635], [2.2678, 2.7512, -3.2157], [3.9641, -1.8182, 2.3565], [0.3119, 2.3223, -1.8413], [-0.8383, -3.2325, 1.3301], [2.5503, -0.7718, 2.9751], [1.7258, -4.5813, -1.0053], [1.2391, 0.1196, 2.2373], [-0.8620, -4.8599, 0.6255], [-2.2893, 3.2462, -0.4223], [1.2245, -1.5902, -4.4323], [-3.4507, 1.5510, 2.9100], [4.0087, -4.6897, -0.2031], [5.9368, 0.8868, -1.4712], [2.7982, 4.3114, -2.5593], [1.5631, -5.9341, 0.1189], [5.6353, 1.7984, 0.0177], [4.8889, 3.4024, -1.8256], [-3.8115, 2.8467, 1.7591], [5.1195, -2.8666, 1.5338], [-1.0749, 1.1005, 3.5953], [-3.7465, 5.1879, 0.1184], [3.8973, 0.1122, 1.4034], [-4.9451, -0.8208, 4.5232], [0.4171, 3.9955, -1.2682], [3.4912, -5.2910, 1.3870], [-0.4025, -1.9595, 3.3816], [3.0580, -0.7992, 0.1485], [-5.4997, 5.9411, -1.4570], [-1.1009, 2.6949, 4.3953], [-1.4869, 3.7768, 2.2042], [0.1896, 2.2891, 3.2284], [-1.8921, -0.2932, -3.9518], [-0.4991, -3.4723, -0.4031], [-1.2167, -1.3671, 6.9057], [0.3453, 2.6618, -0.0965], [-3.4831, 3.2430, 3.4689], [-4.3023, -1.4010, 2.1798]], "mol_weight_g_mol": 893.73, "homo_lumo_gap_ev": [5.25, 4.82], "total_charge": -2, "spin_multiplicity": 2, "e_homo_ev": [-1.755, -1.326], "energy_ha": -3544.2987}

{"formula": "C18H39ClO14P2S", "method": "the ωB97M-V functional and the def2-TZVPD basis", "species": ["Cl", "S", "P", "P", "O", "O", "O", "O", "O", "O", "O", "O", "O", "O", "O", "O", "O", "O", "C", "C", "C", "C", "C", "C", "C", "C", "C", "C", "C", "C", "C", "C", "C", "C", "C", "C", "H", "H", "H", "H", "H", "H", "H", "H", "H", "H", "H", "H", "H", "H", "H", "H", "H", "H", "H", "H", "H", "H", "H", "H", "H", "H", "H", "H", "H", "H", "H", "H", "H", "H", "H", "H", "H", "H", "H"], "positions_angstrom": [[-10.2860, -1.3933, 3.3045], [-6.7449, -0.6511, 0.7151], [5.3274, 4.3234, -0.5260], [0.9924, -2.2514, -1.7402], [-5.7852, -2.0710, 0.4197], [-5.9047, -3.7392, 2.3471], [0.0948, -0.9061, -1.3548], [2.2072, -1.4544, -2.2756], [-6.5982, 0.4608, -0.3815], [-6.4438, -0.0395, 2.1330], [5.1833, 3.8405, 1.0583], [1.6290, -2.5110, -0.2268], [-0.3649, -3.1418, -1.1419], [-8.2451, -1.5281, 0.6552], [-10.3604, -4.1076, 3.9466], [6.2083, 3.1238, -0.9533], [4.3432, 5.6636, -0.0486], [3.8982, 3.6702, -1.0680], [-3.5470, -2.6393, 2.6968], [-0.0842, 0.1366, -2.2991], [6.7547, 4.6265, 2.7072], [6.3307, 3.4822, 1.8106], [3.8893, 2.8803, -2.2461], [4.9653, 6.7963, 0.5272], [-7.9120, -2.7341, 1.4288], [-9.9576, -3.2198, 3.0257], [3.8461, 1.4069, -1.8808], [-1.4455, -3.4075, -2.0156], [-9.1365, -3.7987, 1.6884], [3.0232, -2.7260, -0.0789], [-4.4481, -3.9846, 2.2792], [-6.4191, -3.2975, 1.0080], [-1.4400, 0.0222, -2.9638], [-1.0010, -3.9465, -3.3597], [6.1730, 7.2698, -0.2550], [3.6949, -1.4521, 0.4029], [7.1669, 3.1796, 1.1764], [-2.4206, -2.9439, 2.9424], [2.9866, 3.1390, -2.8107], [4.7766, -1.5791, 0.4659], [3.4734, -0.6045, -0.2536], [3.4706, -3.0899, -1.0099], [6.9684, 6.5196, -0.2545], [-1.4761, -0.8590, -3.6120], [4.7471, 3.1114, -2.8867], [-0.3753, -4.8367, -3.2332], [2.9158, 1.1750, -1.3464], [5.2210, 6.5843, 1.5661], [-4.0899, -4.3786, 1.2119], [-1.6487, 0.9023, -3.5779], [5.9076, 7.4614, -1.3004], [6.5737, 8.1912, 0.1796], [-6.3619, -4.1075, 0.1364], [3.8989, 0.7804, -2.7723], [-0.0284, 1.0801, -1.7499], [-2.0768, -4.1548, -1.5238], [5.9063, 5.0066, 3.2855], [-4.2248, -4.8168, 3.1055], [4.2176, 7.5959, 0.5457], [7.1438, 5.4574, 2.1104], [-8.7860, -4.8885, 1.9684], [-1.8688, -4.2120, -3.9719], [-2.0545, -2.5096, -2.1275], [-9.8974, -3.7850, 0.7941], [-2.2344, -0.0860, -2.2181], [7.5404, 4.3098, 3.3984], [6.0551, 2.6222, 2.4265], [-3.5737, -1.8109, 1.8657], [-7.7133, -2.3206, 2.5240], [-4.0054, -2.2213, 3.7115], [4.6623, 1.1335, -1.2043], [3.1585, -3.5120, 0.6724], [3.3179, -1.1759, 1.3961], [0.7004, 0.1499, -3.0587], [-0.4095, -3.2097, -3.9097]], "smiles": "CCO[C@@H]1OS(=O)(=O)O[C@H]1CC(=O)Cl.CCOP(=O)(OCC)OCC.CCOP(=O)(OCC)OCC", "mol_weight_g_mol": 608.96, "homo_lumo_gap_ev": 8.12, "total_charge": 0, "e_homo_ev": -9.813, "energy_ha": -3303.3797}

{"formula": "CHN3O2S", "method": "the ωB97M-V functional and the def2-TZVPD basis", "species": ["S", "O", "O", "N", "N", "N", "C", "H"], "positions_angstrom": [[1.7185, 0.1359, 0.3881], [2.2632, 1.5321, 0.3759], [0.0801, 0.4535, -1.1224], [0.4696, -0.6459, 1.0044], [-1.5923, -0.0188, 0.3535], [-0.7756, -0.5739, 1.2729], [-0.9439, -0.0311, -0.7811], [-1.2197, -0.8519, -1.4911]], "mol_weight_g_mol": 119.11, "homo_lumo_gap_ev": 8.42, "total_charge": 0, "e_homo_ev": -10.344, "energy_ha": -751.4353}

{"formula": "C3H12O4", "method": "the ωB97M-V functional and the def2-TZVPD basis", "species": ["O", "O", "O", "O", "C", "C", "C", "H", "H", "H", "H", "H", "H", "H", "H", "H", "H", "H", "H"], "positions_angstrom": [[-0.4903, -0.6798, -0.2855], [1.8293, 0.2818, -1.4788], [1.6050, -0.3294, 1.5684], [3.8302, 0.7000, 0.3513], [-4.0879, 0.3000, 0.0030], [-1.7422, -0.2756, -0.5628], [-2.7349, -0.2465, 0.3437], [0.8087, -0.7105, 1.1831], [-4.8913, -0.4338, -0.1074], [-2.0355, 0.1507, -1.5261], [3.1231, 0.4795, 0.9975], [4.1950, 1.3602, 0.9535], [1.5667, -0.5890, 2.4759], [2.1727, 0.0112, -2.3407], [-3.8721, 0.7229, -0.9823], [0.1808, -0.2656, -0.8576], [-2.4797, -0.8335, 1.2337], [-4.4573, 1.1136, 0.6404], [2.5866, 0.6806, -1.0244]], "smiles": "C/C=C/O.O.O.O", "mol_weight_g_mol": 112.12, "homo_lumo_gap_ev": 9.14, "total_charge": 0, "e_homo_ev": -8.452, "energy_ha": -422.4343}